# C19H40N3O4PS3

A 3-piece molecular cluster, C19H40N3O4PS3 overall (wB97M-V/def2-TZVPD, the OMol25 dataset).

Spin multiplicity: 3
HOMO energy (alpha / beta) (eV): -8.330 / -8.817
Frontier orbital gap (alpha / beta) (eV): 8.1081 / 8.4741

```
70
Properties=species:S:1:pos:R:3:forces:R:3:mulliken_charge:R:1
O 0.627558 0.880859 2.247314 -0.0726 0.1072 2.8753 -0.44
C 0.728928 0.869196 1.095516 -0.3497 -0.0043 -1.0450 0.08
O 1.521604 -0.114215 0.513480 -0.4703 0.7433 -1.3753 -0.19
S 0.652335 -1.253709 -0.368170 -0.1706 -0.4912 -0.0355 -0.05
N 0.086298 1.917085 0.338344 0.6945 -0.7118 -1.5963 0.21
S 1.109075 2.569642 -0.935901 0.3324 0.3457 -0.8759 -0.12
P -1.514410 1.510559 -0.237338 -1.5283 -0.9840 1.9308 0.36
S -2.593205 0.917792 1.268654 0.2492 0.1713 -0.3988 -0.38
H 0.385320 -0.689370 -1.586401 0.5949 0.3064 0.5139 0.12
H 2.381231 2.308037 -0.517479 -0.7754 -0.1420 0.3454 0.14
H -2.140522 2.607588 -0.877033 1.0504 0.0104 -0.2195 0.18
H -1.456382 0.427180 -1.141630 0.3839 0.7779 -0.4024 -0.03
C -4.843858 0.255076 -5.561436 0.1850 -0.1934 -0.2344 -1.80
C -4.635890 1.660527 -4.945493 -1.4196 -1.5700 -0.6011 1.79
C -4.879215 2.735503 -6.013486 0.4196 0.4079 -0.1246 -1.25
C -3.748968 2.850091 -7.033507 -0.0029 -0.0811 0.0318 -0.51
C -2.401659 3.016293 -6.336205 -0.5047 0.3480 0.0025 -1.30
C -2.128417 1.934597 -5.285018 1.4790 -1.2702 -0.9742 1.67
N -3.271907 1.753935 -4.344519 -0.3517 2.8257 -0.1112 0.52
O -3.266648 2.753119 -3.507112 0.2124 -0.6766 0.5885 -0.61
C -1.805881 0.601560 -5.991368 -0.1845 -0.1826 -0.2072 -1.77
C -0.831870 2.281973 -4.540837 -0.3130 0.3334 0.5265 -1.59
C -5.736292 1.775660 -3.882755 0.3366 0.4279 0.5131 -1.92
H -4.573127 0.204907 -6.615868 0.1073 -0.0146 0.0486 0.32
H -4.274522 -0.503872 -5.021886 0.0307 0.0676 -0.0125 0.34
H -5.889481 -0.049677 -5.510684 -0.0101 0.1969 0.0666 0.48
H -5.005506 3.710051 -5.529919 0.0498 -0.0821 0.1387 0.40
H -5.817482 2.529704 -6.534489 -0.0236 -0.1546 0.1634 0.34
H -3.733218 1.976005 -7.690782 0.0062 -0.0141 0.0358 0.31
H -3.931370 3.710857 -7.681000 0.0036 -0.0379 0.0004 0.39
H -1.606013 3.016195 -7.084248 0.1196 -0.1485 0.1312 0.39
H -2.374438 4.004737 -5.864474 -0.0095 -0.0999 0.1492 0.37
H -1.705661 -0.210081 -5.267718 -0.0589 0.0397 0.0123 0.36
H -0.858987 0.675420 -6.528891 0.0060 0.1544 0.1108 0.46
H -2.541080 0.308152 -6.736326 -0.0727 -0.0165 0.0960 0.31
H -0.868226 3.269793 -4.081565 -0.1254 -0.0745 0.0766 0.36
H 0.009613 2.288075 -5.233965 -0.1368 -0.1089 -0.1214 0.42
H -0.617056 1.546257 -3.761122 -0.0306 0.0187 -0.0135 0.27
H -5.603447 1.030549 -3.095402 0.0317 0.0237 -0.0169 0.45
H -6.714537 1.613283 -4.336394 0.1475 -0.0919 -0.1829 0.46
H -5.770335 2.762242 -3.420821 0.1829 -0.0609 0.0397 0.36
C 5.194889 -2.131047 6.641225 0.1544 0.2730 -0.1390 -1.85
C 3.978651 -3.041775 6.342247 1.9582 0.2003 0.7814 1.86
C 4.225811 -3.826797 5.046654 -0.3416 0.0219 -0.4409 -1.28
C 4.092132 -2.978279 3.784026 -0.0023 0.0418 0.0579 -0.64
C 2.760926 -2.230927 3.768261 0.1656 -0.5811 -0.0055 -0.90
C 2.509188 -1.418456 5.043173 0.2816 1.9987 -0.5982 1.67
N 2.733706 -2.221299 6.281493 -1.1504 -2.1986 -1.3487 0.41
O 1.716224 -3.021592 6.435188 -0.0247 0.5002 0.6495 -0.59
C 3.417508 -0.171885 5.046382 0.3747 0.0220 -0.0255 -1.74
C 1.091397 -0.839377 4.987908 -0.3220 -0.4075 0.3061 -1.60
C 3.951395 -4.033899 7.511766 -0.6977 -0.1478 0.0643 -1.86
H 5.692012 -1.770858 5.740811 -0.0924 0.0829 0.0058 0.30
H 4.906610 -1.269086 7.245288 -0.0558 -0.0212 -0.0644 0.34
H 5.960136 -2.663357 7.207824 -0.1297 -0.1538 -0.0459 0.49
H 3.513976 -4.656557 4.979932 -0.0786 0.0796 0.1317 0.40
H 5.220544 -4.279725 5.074989 -0.0049 0.0650 0.2098 0.35
H 4.925744 -2.274366 3.703178 -0.0166 0.0112 0.0383 0.29
H 4.156723 -3.624570 2.904942 0.0239 0.0241 0.0187 0.41
H 2.726221 -1.573268 2.896671 -0.0923 0.1779 0.1375 0.10
H 1.954818 -2.960221 3.630329 -0.0377 0.0457 0.1750 0.45
H 3.330974 0.371778 5.989182 -0.0052 -0.0717 0.0072 0.39
H 3.123849 0.512879 4.248544 -0.1740 -0.1232 0.0097 0.37
H 4.468753 -0.390428 4.871031 0.0003 -0.0484 0.1071 0.32
H 0.330892 -1.609841 4.861879 0.0801 -0.0589 0.1483 0.37
H 1.000277 -0.163435 4.138239 0.2077 -0.1290 0.1498 0.32
H 0.860826 -0.274529 5.894254 0.0373 -0.0760 0.0166 0.47
H 3.773677 -3.520756 8.459230 -0.0272 0.0139 -0.0417 0.45
H 4.907649 -4.553808 7.585901 0.0690 0.1901 -0.1484 0.45
H 3.189964 -4.804017 7.389059 -0.1119 0.1747 -0.0051 0.36
```
Forces are in eV/Å.

# C15H22IrN7O9

C15H22IrN7O9 as an isolated structure (wB97M-V/def2-TZVPD, the OMol25 dataset).

Spin multiplicity: 2
Net charge: +3
HOMO energy (alpha / beta) (eV): -17.958 / -17.958
Frontier orbital gap (alpha / beta) (eV): 4.5361 / 3.8997

```
54
Properties=species:S:1:pos:R:3:forces:R:3:mulliken_charge:R:1
Ir -0.552782 -1.150042 -0.761346 -1.2453 -0.3279 1.1989 1.82
C -1.707218 -0.874821 2.325306 -0.1209 0.2530 0.1205 -0.74
O -0.640115 -1.182916 1.336116 0.2213 -0.2660 -0.3269 -0.13
C 0.617540 -1.484132 2.017091 0.2499 -0.1077 0.1547 -0.25
C 1.449786 -2.172200 0.983220 -0.0837 -0.1825 0.0887 -0.65
O 1.373033 -1.311212 -0.204576 -0.0819 0.2736 -0.4594 -0.29
C 2.344770 -0.194378 -0.147591 0.2591 0.1206 -0.0203 -0.56
H -1.285246 -0.157838 3.025983 -0.0017 -0.0029 -0.0022 0.38
H -1.961430 -1.813094 2.811368 -0.0241 -0.0038 -0.0175 0.36
H -2.550433 -0.447773 1.804663 -0.0376 0.0327 -0.0756 0.26
H 0.437353 -2.129679 2.877325 -0.1609 -0.0420 -0.0612 0.49
H 1.038112 -0.542194 2.369491 0.0026 -0.0162 0.0010 0.38
H 1.038495 -3.133410 0.676564 0.0068 -0.0239 0.0183 0.25
H 2.493489 -2.304159 1.266104 0.0188 0.0875 -0.0533 0.47
H 3.327834 -0.658070 -0.130193 -0.0032 -0.0258 -0.0041 0.36
H 2.167923 0.404385 0.741952 -0.0532 -0.0212 0.0131 0.35
H 2.228877 0.407353 -1.034541 -0.0452 0.0085 -0.1082 0.18
C -1.195154 1.517873 -6.316602 -0.9320 0.2174 0.9650 -1.50
C 0.045247 2.337377 -6.082042 2.1319 -0.0180 -3.3474 0.67
C -0.140480 3.817867 -5.874852 -0.3301 0.5543 2.6787 -1.30
C 1.103381 1.673773 -5.183035 -0.3428 0.2955 -0.5214 -0.76
N 0.522093 1.199308 -3.905453 0.0626 -0.2760 0.5026 0.37
C 0.697819 0.065336 -3.246450 0.4641 0.3125 -0.2642 -0.08
N 0.044157 0.201432 -2.097736 -0.6420 0.0754 -0.3438 0.15
N -0.619231 1.390754 -2.125859 0.1670 -0.1418 0.3311 -0.49
N -0.301836 1.993828 -3.189813 -0.0475 -0.0572 0.1436 -0.22
H -1.745601 1.855961 -7.196018 0.2338 -0.0280 0.0077 0.45
H -1.889429 1.673242 -5.471221 0.0466 -0.2666 -0.1921 0.33
H -0.990791 0.451868 -6.420832 0.0441 -0.0368 -0.0753 0.33
H 0.581141 2.346352 -7.097857 -0.3846 -0.5199 1.1987 0.33
H -0.354432 3.938704 -4.779606 -0.3390 0.4278 -0.9073 0.27
H -0.961995 4.234129 -6.451960 0.0137 -0.1065 -0.0314 0.37
H 0.752367 4.437582 -6.015576 -0.0370 -0.4288 -0.3847 0.38
H 1.904236 2.374544 -4.947359 -0.0343 -0.0139 0.1442 0.33
H 1.539005 0.796069 -5.659462 -0.0919 -0.0535 0.0557 0.31
H 1.320849 -0.765814 -3.543384 -0.0913 0.0014 -0.0717 0.57
O -3.521634 -7.474156 -2.978891 0.1685 0.0646 -0.0290 -0.54
N -4.109785 -6.564806 -2.452343 -0.2331 -0.4175 -0.0510 1.03
O -5.233515 -6.563663 -2.019177 -0.0431 0.1693 0.0845 -0.54
C -3.362217 -5.288817 -2.329502 0.1381 0.1230 -0.0173 -0.48
C -2.047624 -5.249472 -2.773294 -0.0609 0.1936 0.0292 -0.51
C -1.378580 -4.043983 -2.666698 0.3164 -0.2448 -0.1939 0.05
C -2.000515 -2.902472 -2.185674 0.1148 0.1200 0.0744 0.39
O -1.483053 -1.654695 -2.315743 0.3925 -0.2669 -0.4337 -0.66
C -3.262357 -3.043184 -1.630341 -0.3563 0.0974 0.2750 0.32
C -3.988941 -4.215999 -1.717205 0.0474 0.1395 0.0051 -0.45
N -3.748565 -1.925399 -0.813694 -0.2875 -0.4887 -0.4101 0.99
O -4.901898 -1.774611 -0.613103 0.3254 0.0883 -0.0002 -0.39
O -2.861222 -1.211619 -0.251586 0.7330 0.6140 0.1538 -0.68
N 0.066624 -3.972480 -2.945954 -0.2058 -0.2052 0.0614 0.95
O 0.677624 -3.098884 -2.301045 0.2751 0.1722 0.0700 -0.53
O 0.566544 -4.761200 -3.680278 -0.0652 0.2307 0.0683 -0.44
H -1.567756 -6.138323 -3.166866 -0.0183 -0.0361 -0.0254 0.67
H -4.985492 -4.314440 -1.301948 -0.0327 -0.0465 -0.0156 0.65
```
Forces are in eV/Å.

# C8H11N3S

One molecule with the formula C8H11N3S (wB97M-V/def2-TZVPD, the OMol25 dataset).

HOMO energy (eV): -8.093
Frontier orbital gap (eV): 8.5572

```
23
Properties=species:S:1:pos:R:3:forces:R:3:mulliken_charge:R:1
C 4.248060 0.426834 0.041930 0.1866 -0.4188 -3.3749 -1.38
C 2.655785 0.265600 -0.026191 2.0761 -3.3006 2.6461 0.57
C 2.096213 -1.002941 0.718613 1.9506 0.4944 -2.7058 -0.62
C 0.749760 -1.325453 0.588315 -0.0590 -0.0655 0.2647 -0.56
C -0.036924 -0.308519 0.037796 0.6607 3.8221 0.0108 0.84
N -1.375865 -0.502758 -0.212818 -1.8089 -1.4561 -0.8681 -0.17
C -2.509392 0.180914 -0.060851 -1.2185 1.5258 2.8232 0.20
S -2.650827 1.671218 0.693993 -0.1876 -0.6635 -0.8264 -0.33
N -3.628479 -0.731922 -0.220083 -1.2381 -0.6828 -5.5662 -0.42
N -5.063423 -0.408523 -0.044703 1.6366 1.0560 -0.6574 -0.48
C 0.427195 1.004316 -0.216122 3.0000 -1.5616 -0.8611 -0.39
C 1.850205 1.320585 -0.381295 -3.7038 -6.0823 2.6905 -0.84
H 4.562175 1.120027 -0.748649 -0.6845 0.7743 0.2938 0.33
H 4.407141 0.863980 0.949316 0.7632 1.3482 2.4660 0.37
H 5.206868 -0.208032 -0.176269 -2.6584 -0.6819 0.7201 0.33
H 2.880504 -1.809680 1.021373 -1.5435 1.7828 -0.3751 0.27
H 0.169588 -2.264649 0.888898 1.4883 1.2186 -0.2504 0.28
H -1.638913 -1.422302 -0.488781 0.2721 -1.0752 -0.0751 0.27
H -3.646567 -0.943704 -1.438620 0.3447 0.3066 4.6665 0.30
H -5.260108 0.478131 -0.592748 0.0961 -1.1104 1.7055 0.27
H -5.312483 -0.411654 0.962815 0.5496 0.5990 -1.1203 0.26
H -0.174031 1.767230 -0.600564 -1.4617 0.6364 -0.2020 0.33
H 2.043522 2.241311 -0.695344 1.5392 3.5347 -1.4045 0.58
```
Forces are in eV/Å.

Across the entries above, energy above the lowest of the compared OMol25 structures with the same formula, charge and spin takes the values 85.7, 196.9, 423.2 kJ/mol, respectively.